Molecular formula: C3H10N3
Method: DFT, ωB97M-V/def2-TZVPD

net charge: +1
HOMO energy: -12.89 eV
orbital gap: 0.3485 hartree

Atoms and positions in Å:
C1 0.466 -0.337 -1.066
C2 -0.045 0.232 -2.193
N1 -0.480 -0.384 -3.378
N2 0.882 0.452 0.109
H1 0.625 -1.427 -0.997
H2 -0.236 1.336 -2.156
H3 0.021 0.071 -4.116
H4 -0.176 -1.363 -3.413
H5 1.862 0.280 0.293
H6 0.184 0.126 1.021
H7 0.769 1.439 -0.017
C3 -0.666 0.102 3.509
N3 -0.763 0.014 2.215
H8 -0.093 0.970 3.927
H9 -1.035 -0.622 4.198
H10 -1.314 -0.890 2.066

Forces on atoms 1 to 6 (eV/Å):
-0.5 -0.1 -1.9
0.1 0.6 1.6
1.0 -0.6 1.3
-1.6 -2.0 0.7
0.0 0.8 0.2
0.4 -1.0 -0.3


Molecular formula: C3H10N3
Method: DFT, ωB97M-V/def2-TZVPD

net charge: +1
structure (SMILES): C/[NH+]=C\NCN
HOMO energy: -14.11 eV
orbital gap: 0.4012 hartree

Atoms and positions in Å:
C1 0.624 0.314 1.978
N1 1.502 0.558 0.857
C2 1.363 0.395 -0.473
N2 0.360 0.325 -1.234
C3 -1.098 0.182 -1.018
N3 -1.229 -1.235 -1.118
H1 0.094 -0.614 2.185
H2 1.260 0.708 2.923
H3 -0.243 0.945 1.960
H4 2.373 0.613 1.250
H5 2.442 0.280 -0.977
H6 0.601 0.009 -2.168
H7 -1.562 0.788 -1.769
H8 -1.285 0.716 -0.139
H9 -2.100 -1.562 -1.546
H10 -1.034 -1.776 -0.252

Forces on atoms 1 to 6 (eV/Å):
-0.2 2.1 2.9
-2.8 -1.2 -1.6
5.4 0.0 1.9
-1.0 0.2 -2.1
1.8 -0.8 -0.2
-1.5 -1.0 0.4


Molecular formula: C3H10N3
Method: DFT, ωB97M-V/def2-TZVPD

net charge: +1
HOMO energy: -12.26 eV
orbital gap: 0.2939 hartree

Atoms and positions in Å:
C1 -1.805 -0.148 -0.812
N1 -2.230 -1.382 -1.003
H1 -1.819 0.512 -1.670
H2 -1.739 0.338 0.146
H3 -2.207 -1.999 -0.201
H4 -3.052 -1.528 -1.571
C2 0.914 -0.215 0.272
C3 1.176 0.995 0.780
N2 1.857 1.258 1.960
N3 0.286 -0.341 -1.029
H5 1.115 -1.121 0.826
H6 0.792 1.858 0.247
H7 2.516 2.012 1.840
H8 2.383 0.455 2.267
H9 0.932 -0.233 -1.808
H10 -0.079 -1.278 -1.129

Forces on atoms 1 to 6 (eV/Å):
1.0 1.1 -1.5
-0.7 -0.3 1.2
-0.8 0.1 0.1
0.6 -0.3 0.4
-0.3 0.0 0.1
0.4 -0.2 -0.8


Molecular formula: C3H10N3
Method: DFT, ωB97M-V/def2-TZVPD

net charge: +1
HOMO energy: -12.97 eV
orbital gap: 0.3458 hartree

Atoms and positions in Å:
C1 0.249 -0.303 1.795
C2 -0.548 -0.077 0.732
N1 -1.297 -0.993 0.086
N2 0.881 0.827 2.483
H1 0.504 -1.268 2.200
H2 -0.586 0.939 0.340
H3 -1.367 -0.935 -0.928
H4 -1.048 -1.935 0.365
H5 1.904 0.809 2.431
H6 0.648 0.966 3.472
H7 0.595 1.695 2.017
C3 0.369 0.131 -2.865
N3 -0.755 -0.446 -2.834
H8 1.078 -0.090 -2.065
H9 0.746 0.765 -3.667
H10 -1.372 -0.084 -3.561

Forces on atoms 1 to 6 (eV/Å):
-0.3 -0.4 0.0
0.5 0.5 0.1
0.7 -0.7 0.3
0.3 0.8 -0.3
-0.1 0.0 0.1
-0.3 0.0 0.0


Molecular formula: C3H10N3
Method: DFT, ωB97M-V/def2-TZVPD

net charge: +1
HOMO energy: -13.29 eV
orbital gap: 0.3716 hartree

Atoms and positions in Å:
C1 -0.221 1.544 0.475
C2 -0.460 -0.490 -0.251
C3 0.570 -2.418 -1.405
N1 0.297 -1.007 -1.124
N2 -1.455 2.004 0.768
N3 0.596 1.231 1.501
H1 0.387 1.931 -0.387
H2 -0.836 -1.351 0.388
H3 1.486 -2.519 -2.108
H4 1.016 -2.830 -0.402
H5 -0.218 -3.138 -1.609
H6 -2.072 2.680 0.375
H7 -1.549 2.046 1.738
H8 0.207 1.108 2.372
H9 1.568 1.552 1.459
H10 0.682 -0.343 -1.790

Forces on atoms 1 to 6 (eV/Å):
0.7 0.1 -2.0
-0.6 -0.3 1.8
3.9 -1.6 2.1
0.0 0.3 -2.1
0.4 -0.4 0.3
1.7 0.5 -1.6


Molecular formula: C3H10N3
Method: DFT, ωB97M-V/def2-TZVPD

net charge: +1
spin multiplicity: 3
HOMO energy (spin up / spin down): -8.86 / -14.94 eV
orbital gap (spin up / spin down): 0.2207 / 0.3210 hartree

Atoms and positions in Å:
C1 -1.093 -0.026 -0.059
C2 1.199 1.305 -0.065
C3 1.349 -1.224 0.101
N1 -1.713 1.117 0.023
N2 0.630 -0.009 -0.077
N3 -1.622 -1.221 -0.064
H1 1.171 1.782 0.921
H2 2.238 1.227 -0.379
H3 0.700 1.948 -0.796
H4 0.948 -2.028 -0.520
H5 2.365 -1.041 -0.248
H6 1.396 -1.553 1.145
H7 -1.196 1.978 0.096
H8 -2.723 1.146 0.064
H9 -2.621 -1.365 -0.033
H10 -1.028 -2.037 -0.109

Forces on atoms 1 to 6 (eV/Å):
-1.4 -0.1 -3.9
1.1 -0.4 -0.6
1.3 0.4 -0.6
-0.7 0.2 1.0
1.7 0.2 2.3
-0.4 -0.4 0.8


Molecular formula: C3H10N3O
Method: DFT, ωB97M-V/def2-TZVPD

net charge: +1
HOMO energy: -13.74 eV
orbital gap: 0.1493 hartree

Atoms and positions in Å:
N1 -1.318 0.704 0.780
C1 -0.972 0.461 -0.564
N2 0.703 1.255 -0.697
N3 -1.752 1.115 -1.561
H1 -0.995 1.534 0.101
H2 -2.233 0.930 0.993
H3 1.227 0.600 -0.140
H4 0.956 0.900 -1.632
H5 -1.266 1.933 -1.838
H6 -2.003 0.504 -2.347
C2 2.038 -1.470 1.536
C3 0.741 -1.719 1.082
O1 0.338 -2.555 0.239
H7 2.149 -0.736 2.338
H8 2.906 -1.826 0.971
H9 -0.011 -1.167 1.636
H10 -0.508 -0.462 -0.893

Forces on atoms 1 to 6 (eV/Å):
3.9 0.7 -1.8
1.4 -1.6 -2.6
-2.1 -1.6 -0.8
-0.7 -1.7 -0.1
-0.3 2.7 4.8
-2.7 0.3 -0.3


Molecular formula: C3H10N3O
Method: DFT, ωB97M-V/def2-TZVPD

net charge: +1
HOMO energy: -13.92 eV
orbital gap: 0.3830 hartree

Atoms and positions in Å:
C1 1.586 -1.079 -0.919
N1 0.927 -0.783 0.368
C2 1.001 0.358 0.980
N2 0.592 0.582 2.222
H1 0.838 -1.158 -1.699
H2 2.125 -2.011 -0.817
H3 2.263 -0.269 -1.152
H4 0.360 -1.530 0.776
H5 1.454 1.185 0.440
H6 -0.083 -0.053 2.624
H7 0.463 1.554 2.475
C3 -1.743 0.078 -1.299
N3 -1.833 1.063 -0.318
O1 -2.017 -1.076 -1.100
H8 -1.312 0.417 -2.256
H9 -2.512 0.764 0.375
H10 -2.109 1.960 -0.699

Forces on atoms 1 to 6 (eV/Å):
-0.5 0.2 0.3
-0.1 -0.3 0.0
0.1 0.0 0.0
-0.6 0.3 -0.6
-0.1 -0.1 -0.1
0.1 -0.1 -0.1


Taking the records one at a time from the top gives strongest force on any atom values of 3.626, 5.698, 2.061, 1.015, 4.672, 4.163, 5.507, 0.911 eV Å⁻¹.